# 1
Entry from the Open Molecules 2025 dataset: C4H12O2Si2 in the gas phase (wB97M-V/def2-TZVPD).

The total energy is -24195.60839 eV. Its total charge is 0. As for the LUMO energy: 0.86 eV. The value obtained for the HOMO-LUMO gap is 10.573 eV. The calculation puts the HOMO energy at -9.71 eV. Its energy above the lowest of the compared OMol25 structures with the same formula, charge and spin is 0.0000 eV. Its SMILES is C[Si]1(C)CCO[SiH2]O1.

Each line ends with the Mulliken charge.
Geometry (Å):
1 C -1.96064 0.32458 0.71963  -0.64
2 Si 0.25061 1.19605 2.23825  0.25
3 H 1.64282 -2.41928 -0.69044  0.37
4 H 2.66262 0.45693 -1.43405  0.31
5 Si 0.58091 -0.17891 -0.48647  0.56
6 H 0.53733 -2.56212 0.49836  0.38
7 H 1.61724 -0.27881 -2.67712  0.36
8 H -1.30288 1.38938 -1.11436  0.29
9 H 0.38739 2.70313 2.39891  -0.13
10 H 0.01424 -2.52167 -1.16813  0.37
11 H -2.87345 0.88202 0.79514  0.37
12 H 1.34757 1.32208 -2.22835  0.36
13 O 1.07170 0.61158 0.95352  -0.14
14 O -1.32187 1.03108 1.74178  -0.32
15 H -1.96396 -0.42514 -1.08536  0.28
16 H -2.32131 -0.66601 1.13215  0.26
17 C -1.26231 0.31672 -0.67194  -0.40
18 C 1.75970 0.43671 -1.91898  -1.16
19 H 0.45427 0.47463 3.45303  -0.15
20 C 0.68002 -2.09294 -0.45557  -1.23

# 2
Entry from the Open Molecules 2025 dataset: a molecular structure, CH2F3FeNO3S (wB97M-V/def2-TZVPD).

The total energy is -62075.55173 eV. The expectation value of S² is 8.756. As for the spin multiplicity: 6. Its total charge is -1. As for the LUMO energy (alpha / beta): 3.68 / 3.41 eV. The value obtained for the HOMO-LUMO gap (alpha / beta) is 6.256 / 8.512 eV. The calculation puts the HOMO energy (alpha / beta) at -2.58 / -5.10 eV. Its energy above the lowest of the compared OMol25 structures with the same formula, charge and spin is 0.6659 eV.

Each line ends with the Mulliken spin population.
Geometry (Å):
1 H 1.49418 -1.31546 0.68154  0.00
2 F -2.12140 -0.69693 0.78459  0.00
3 H 3.23286 -2.18635 -0.10493  -0.01
4 F -0.81819 -1.79994 -0.53266  0.00
5 S 0.07586 0.61045 0.11712  0.07
6 O 2.48754 -1.63118 -0.33846  0.01
7 C -1.31343 -0.58746 -0.26897  0.01
8 Fe 2.64444 0.17491 -1.04740  4.92
9 O 0.70814 0.69950 -1.27021  -0.03
10 O -0.68512 1.81509 0.50300  -0.01
11 F -2.03866 -0.19372 -1.31315  0.00
12 N 1.01360 -0.04796 1.11177  0.03

# 3
Entry from the Open Molecules 2025 dataset: a molecular structure, C34H40N5S2SbTa (wB97M-V/def2-TZVPD).

The total energy is -73088.08798 eV. Its total charge is +3. As for the LUMO energy: -9.91 eV. The value obtained for the HOMO-LUMO gap is 6.755 eV. The calculation puts the HOMO energy at -16.67 eV.

Each line ends with the Mulliken charge.
Geometry (Å):
1 C 1.23743 2.95481 1.00340  -0.93
2 C 0.36850 -1.26033 4.04524  -0.61
3 N 3.62076 1.66014 1.39077  0.24
4 H 1.97676 1.23773 -4.42366  0.56
5 N 2.73225 2.64159 3.41271  0.21
6 C -1.36506 0.43355 4.65815  0.69
7 C -3.36163 -3.08299 -2.34248  -0.43
8 H 0.78687 -0.05216 7.20369  0.48
9 H 4.75648 2.52820 2.96551  0.35
10 C 0.97328 0.32888 -2.76896  -0.94
11 C 0.95450 -1.15724 5.31553  -0.84
12 H -2.77459 -0.23379 -3.61099  0.47
13 C -2.02638 -2.36257 -4.28239  -0.80
14 H -1.10377 -2.01595 -4.66380  0.57
15 H 3.41718 2.78052 -0.32953  0.38
16 C 0.08438 2.25115 -3.98398  -0.86
17 H -1.04557 1.25466 6.66204  0.49
18 Ta -0.62153 0.53114 1.54953  1.72
19 H 0.67041 2.40665 3.59347  0.53
20 N -0.52976 0.91342 -0.55806  1.08
21 H 2.53174 -0.12011 1.66978  0.27
22 H 1.68679 -0.47610 -2.74897  0.30
23 C 3.86552 1.94753 2.80006  -0.73
24 H 1.79570 -1.76531 5.61819  0.47
25 H 2.52651 -5.45933 -3.45608  0.44
26 C 0.43006 -0.20041 6.19227  -0.46
27 C 2.39067 -4.63910 -2.77601  -0.53
28 H -5.37291 -3.79969 -2.81555  0.47
29 C -0.72792 -0.41238 3.71601  0.14
30 H -2.04861 2.60648 -4.00266  0.42
31 C 1.12210 1.25600 -3.74236  -0.68
32 H 3.91583 1.01057 3.37137  0.31
33 S -1.81033 2.22470 1.60286  -0.37
34 H -3.36891 -3.29890 -1.30134  0.55
35 C 1.12620 -2.93261 -1.74971  0.63
36 N 2.39683 3.67178 1.26548  0.22
37 H 4.45362 -4.60338 -2.52955  0.41
38 H 2.21741 -1.64932 -0.38205  0.55
39 H 0.26860 -4.36241 -3.03617  0.55
40 C 2.55639 3.92246 2.70075  -0.64
41 C -4.16409 0.84664 -2.33390  -1.60
42 N 1.24921 1.53680 1.71335  -1.07
43 H 4.42034 3.52719 0.92543  0.34
44 H 2.34238 0.67324 0.08798  0.13
45 H -3.05803 -2.59451 -6.20955  0.37
46 H -4.92094 0.09239 -2.44420  0.50
47 H 0.72860 -1.93863 3.28309  0.62
48 C 2.46421 0.83564 1.15045  -0.26
49 H -3.40124 0.23936 3.79925  0.28
50 C -2.78972 0.22894 -2.61015  -0.47
51 H -2.78423 -0.52165 -1.83823  -0.28
52 H 1.64059 0.86297 3.75933  -0.17
53 C -2.22332 -2.55047 -2.89933  0.59
54 H 0.36854 3.09501 -4.64847  0.49
55 C 1.54984 1.86857 3.25316  -0.30
56 H 1.65105 4.40606 3.15016  0.33
57 C -3.06572 -2.78089 -5.11704  -0.65
58 H 0.33596 3.43216 1.41692  0.61
59 C -0.30101 0.20691 -1.96285  -0.12
60 C -0.68092 0.60798 5.83865  -0.72
61 S -1.44462 -1.70969 0.71950  -0.56
62 H -4.34058 1.68479 -3.03111  0.34
63 H -4.17070 1.19701 -1.28776  0.30
64 H 1.11538 2.74072 -0.02504  0.28
65 C 3.48907 -3.03313 -1.36664  -0.50
66 H 4.42262 -2.63779 -0.93600  0.44
67 C -1.39284 1.73310 -1.09238  -1.61
68 C -1.52368 1.09636 -2.46485  2.36
69 H -2.89878 1.89885 4.19484  0.41
70 H -5.10247 -3.49372 -5.29900  0.45
71 C -4.30121 -3.22603 -4.59286  -0.54
72 C 3.53221 2.95903 0.71142  -0.79
73 C 3.53309 -4.11985 -2.21615  -0.65
74 C -4.44899 -3.36548 -3.22036  -0.64
75 C -2.80756 0.87807 4.51264  -1.88
76 C -1.21223 2.00795 -3.59627  -0.71
77 C 2.25431 -2.42999 -1.08608  -0.70
78 C 1.15117 -4.04706 -2.53778  -0.78
79 H 3.40771 4.54888 2.85486  0.33
80 H -1.49999 -0.94892 3.03259  0.90
81 H -1.88459 2.61071 -0.68033  1.04
82 Sb -0.74840 -1.86986 -1.61691  1.63
83 H -3.19626 0.77445 5.47712  0.57